[1]
C3H4F2 | the ωB97M-V functional and the def2-TZVPD basis

Last column: Mulliken charge in e.
Element x y z (Å)
1 H 1.837 1.326 -0.532  0.33
2 C -0.841 -0.587 0.350  -0.15
3 F -0.739 1.006 -1.334  -0.24
4 F -0.052 -1.431 1.013  -0.26
5 H -1.360 0.159 1.065  0.18
6 H -1.707 -1.052 -0.205  0.29
7 C -0.025 0.310 -0.531  0.40
8 C 1.271 0.552 -0.146  -0.90
9 H 1.617 -0.284 0.321  0.35

Results
ΔE to the lowest compared entry with this formula, charge and spin (kcal/mol): 24.4
Electronic energy (eV): -8609.0556
SMILES string: C=C(F)CF
Total charge: 0
E_LUMO (eV): 0.967
2S+1: 1



[2]
C6H11N | the ωB97M-V functional and the def2-TZVPD basis

Last column: Mulliken charge in e.
Element x y z (Å)
1 H -3.128 -0.773 2.229  0.32
2 H -1.552 -1.864 0.742  0.31
3 H -0.002 -1.771 -1.321  0.30
4 H 3.664 1.198 0.827  0.22
5 C -1.014 -0.033 -0.292  -0.40
6 H 2.141 -0.402 -1.877  0.28
7 C -0.041 -0.665 -1.343  -0.62
8 H -0.485 -0.553 -2.338  0.36
9 C -2.820 -0.054 1.489  -0.93
10 H 3.743 1.161 -0.832  0.20
11 H 1.454 1.003 0.792  0.30
12 N 3.295 0.779 -0.024  -0.54
13 H -2.382 0.831 2.109  0.23
14 C -1.644 -0.748 0.708  -0.10
15 H -3.626 0.414 0.750  0.25
16 C 1.914 0.567 -0.108  0.02
17 C 1.402 -0.168 -1.145  -0.54
18 H -0.919 1.079 -0.366  0.35

Results
ΔE to the lowest compared entry with this formula, charge and spin (kcal/mol): 55.2
Electronic energy (eV): -7888.1368
SMILES string: C/C=C/C/C=C/N
Total charge: 0
E_LUMO (eV): 1.165
2S+1: 1



[3]
C22H16ClF5N3O2Ta | the ωB97M-V functional and the def2-TZVPD basis

Last column: Mulliken charge in e.
Element x y z (Å)
1 N 0.440 0.373 -3.140  -0.11
2 H -1.088 2.986 0.611  0.49
3 F -1.993 -2.624 0.214  -0.19
4 C 0.269 0.490 -5.514  -0.93
5 H 2.466 -0.635 6.280  0.43
6 O -0.397 -1.501 3.014  -0.59
7 C -0.970 -2.081 -1.808  0.13
8 N 2.176 0.624 0.356  -1.27
9 H -0.592 -1.347 2.082  0.10
10 C 1.569 0.969 -5.582  -0.21
11 C 2.799 0.377 3.087  -0.77
12 O 0.115 -0.285 0.641  0.63
13 C 3.107 0.209 4.404  -0.76
14 C -3.063 -0.125 1.820  -0.86
15 H -1.708 2.379 -1.826  0.52
16 N 1.662 0.636 -0.900  0.47
17 Ta -0.397 -0.035 -1.187  0.49
18 C 1.313 0.068 1.178  1.13
19 C -0.268 0.204 -4.277  0.18
20 H -2.741 0.963 -2.070  0.47
21 C -2.481 0.741 2.730  0.46
22 C -1.621 2.104 0.950  -0.37
23 C 1.594 -0.149 2.552  0.11
24 C -1.950 1.389 -1.447  -0.97
25 H -3.641 -0.968 2.175  0.50
26 C -2.920 0.122 0.459  0.04
27 C 1.713 0.849 -3.209  0.73
28 H -1.276 -0.178 -4.180  0.52
29 C -1.764 1.865 2.293  -0.73
30 H 4.022 0.616 4.809  0.45
31 H -1.349 2.546 3.025  0.51
32 H 2.016 1.199 -6.541  0.46
33 C -1.248 -3.180 -0.759  0.71
34 H 0.384 -1.605 5.376  0.52
35 H 3.315 1.527 -4.431  0.52
36 H -0.325 0.335 -6.403  0.44
37 C 2.223 -0.500 5.234  -0.35
38 C -2.197 1.233 0.006  -0.15
39 C 2.372 0.982 -1.912  -0.21
40 F -1.886 -4.208 -1.272  -0.23
41 H 3.460 0.923 2.428  0.47
42 F -0.096 -3.572 -0.228  -0.23
43 F -0.258 -2.599 -2.821  -0.27
44 H 3.397 1.311 -1.786  0.54
45 C 0.728 -0.886 3.403  0.63
46 Cl -2.655 0.468 4.406  -0.11
47 F -2.186 -1.609 -2.315  -0.25
48 H -3.427 -0.518 -0.255  0.52
49 C 2.300 1.153 -4.410  -0.96
50 C 1.057 -1.040 4.746  -0.67

Results
ΔE to the lowest compared entry with this formula, charge and spin (kcal/mol): 3.9
Electronic energy (eV): -59285.3787
Total charge: +2
E_LUMO (eV): -8.816
2S+1: 1



[4]
C4H3CaO4 | the ωB97M-V functional and the def2-TZVPD basis

Last column: Mulliken charge in e.
Element x y z (Å)
1 C 0.567 -1.116 1.008  0.48
2 H -1.099 1.441 -0.354  0.35
3 O 0.983 -0.439 -3.379  -0.22
4 Ca 1.307 1.493 -2.363  1.95
5 C 0.820 -1.451 -3.874  0.22
6 O 1.305 -1.997 0.827  -0.18
7 O 0.257 -0.065 -0.142  -0.19
8 O -0.125 -0.685 2.012  -0.16
9 C -0.891 0.480 1.725  -0.40
10 H -0.550 1.329 2.343  0.37
11 C -0.609 0.714 0.301  0.40
12 H -1.964 0.296 1.897  0.38

Results
ΔE to the lowest compared entry with this formula, charge and spin (kcal/mol): 30.0
Electronic energy (eV): -30790.3840
Total charge: +3
E_LUMO (eV): -14.500
2S+1: 1



[5]
CH4N2OS | the ωB97M-V functional and the def2-TZVPD basis

Last column: Mulliken charge in e.
Element x y z (Å)
1 H 2.182 1.322 0.427  0.27
2 N -2.027 0.890 -0.618  -0.45
3 S 2.267 -0.876 -0.637  -0.09
4 O -3.512 -0.803 -0.062  -0.38
5 C -2.665 -0.046 -0.238  0.48
6 H -1.054 0.938 -0.513  0.35
7 H 1.563 0.170 1.400  0.25
8 H 1.578 -1.952 -0.171  0.13
9 N 1.667 0.357 0.413  -0.56

Results
ΔE to the lowest compared entry with this formula, charge and spin (kcal/mol): 35.7
Electronic energy (eV): -16963.6397
SMILES string: N=C=O.NS
Total charge: 0
E_LUMO (eV): 0.351
2S+1: 1



[6]
C5H11NO3 | the ωB97M-V functional and the def2-TZVPD basis

Last column: Mulliken charge in e.
Element x y z (Å)
1 O -0.497 2.441 -0.348  -0.47
2 H 0.276 -2.639 -1.010  0.31
3 H 0.594 -1.044 1.918  0.33
4 H -2.005 -1.632 0.513  0.25
5 H -0.781 -2.750 0.935  0.41
6 H -0.833 -0.117 2.111  0.38
7 C -0.258 -0.635 1.356  -0.79
8 H 3.790 -0.824 0.517  0.31
9 O -2.188 0.994 -0.046  -0.55
10 H 1.064 0.965 0.504  0.34
11 H -1.057 -1.737 -1.609  0.21
12 C -1.008 1.204 -0.105  0.18
13 H -1.152 2.979 -0.813  0.34
14 C -0.935 -1.756 0.543  -0.63
15 H 3.457 -0.246 -0.821  0.31
16 O 3.282 -0.112 0.108  -0.62
17 C 0.198 0.328 0.266  0.44
18 N 0.544 -0.460 -0.909  -0.36
19 C -0.240 -1.669 -0.891  -0.68
20 H 1.532 -0.506 -1.045  0.31

Results
ΔE to the lowest compared entry with this formula, charge and spin (kcal/mol): 24.7
Electronic energy (eV): -12995.7791
SMILES string: O=C(O)[C@H]1CCCN1.O
Total charge: 0
E_LUMO (eV): 0.449
2S+1: 1



Number 1: HOMO-LUMO gap 10.42 eV. Number 2: HOMO-LUMO gap 9.06 eV. Number 3: HOMO-LUMO gap 5.33 eV. Number 4: HOMO-LUMO gap 9.95 eV. Number 5: HOMO-LUMO gap 8.92 eV. Number 6: HOMO-LUMO gap 9.09 eV.